# C3H8O2

A cluster of 2 separate species, C3H8O2 in total in a non-equilibrium geometry (ωB97M-V/def2-TZVPD, OMol25).

```
13
Properties=species:S:1:pos:R:3:forces:R:3
C -0.74456 0.87960 -1.39012 0.2 0.7 -0.6
C -1.55508 0.98303 -0.13850 0.1 -0.1 -0.1
O -2.74014 1.18140 -0.13619 -0.2 0.0 0.1
H 0.30455 0.66774 -1.23820 0.0 -0.3 0.2
H -1.18585 0.19809 -2.11175 -0.1 -0.3 0.1
H -0.77710 1.85249 -1.89000 -0.2 0.1 0.1
H -1.01625 0.88646 0.82201 0.1 0.0 0.0
C 1.21121 -0.92606 1.32173 -0.8 0.3 -0.6
O 1.20961 -1.16926 -0.09936 0.5 -0.4 0.8
H 1.40660 0.13210 1.49817 0.1 -0.1 0.1
H 1.94795 -1.54136 1.81578 0.2 0.0 0.3
H 0.21602 -1.16443 1.70521 0.1 0.0 0.2
H 1.72304 -1.97982 -0.15880 -0.1 0.0 -0.6
```
Forces are in eV/Å.

## Properties
HOMO-LUMO gap, eV: 10.41
LUMO energy, eV: 0.723
SMILES: CC=O.CO

Results of the Löwdin charge analysis, in e, for atoms 1 through 4: C -0.06; C -0.32; O 0.04; H 0.05

=====

# C14H26Cl2O3Re

A structure of composition C14H26Cl2O3Re in a non-equilibrium geometry (ωB97M-V/def2-TZVPD, OMol25).

```
46
Properties=species:S:1:pos:R:3:forces:R:3
C -0.58576 0.96778 -2.05142 0.3 -1.3 -0.6
C -1.42307 -0.17296 -1.82335 -1.1 -0.9 -1.4
C -0.60317 -1.34520 -1.57474 -0.4 0.8 -0.9
C -2.89565 -0.22007 -2.10623 -0.2 -0.1 -0.1
C 0.74318 -0.95231 -1.85452 -0.3 0.3 -0.9
C 0.77571 0.47889 -2.13114 0.3 -0.8 -2.4
C 1.95459 1.20062 -2.67078 -0.6 -2.0 -2.2
C -1.06937 2.34913 -2.38238 0.3 0.0 0.0
C -1.05461 -2.68894 -1.09044 -0.2 -0.1 0.0
C 1.85282 -1.92704 -2.00879 0.3 0.1 0.2
Re 0.05349 0.11197 -0.10696 2.9 0.9 3.4
Cl -2.37591 -0.09560 0.66911 -2.6 -0.5 1.2
Cl -0.25687 2.15494 0.82274 0.0 2.4 0.1
O 2.01087 0.09577 0.26931 0.6 -0.1 1.0
H -3.39703 0.72165 -1.85747 0.1 -0.2 0.1
H -3.39910 -1.02675 -1.55781 0.2 0.3 -0.1
H -3.05138 -0.40323 -3.18074 0.1 0.0 -0.1
H -1.81714 -2.55366 -0.30734 0.1 -0.1 -0.3
H -0.22334 -3.24255 -0.64304 -0.1 0.1 0.0
H -1.44569 -3.30730 -1.90677 -0.1 0.0 0.0
H 1.67407 -2.76245 -1.31763 0.4 0.1 -0.2
H 2.82860 -1.46533 -1.82528 -0.2 -0.2 0.2
H 1.85615 -2.31507 -3.03829 0.0 0.0 0.1
H 2.84095 0.56588 -2.60271 0.1 0.1 -0.2
H 2.10068 2.22016 -1.96497 0.2 -0.1 0.4
H 1.74459 1.50861 -3.70809 0.0 -0.3 -0.1
H -1.95840 2.63667 -1.81178 0.3 -0.1 0.1
H -1.31882 2.41081 -3.44213 -0.2 -0.2 -0.3
H -0.26727 3.07283 -2.24180 0.0 0.0 0.4
H 2.17327 0.18204 1.23873 -0.4 -0.1 -1.2
O 1.95142 2.67255 -0.94430 -0.7 2.2 1.6
H 2.67900 3.22891 -0.74254 1.2 1.0 0.5
C -1.00360 0.86166 3.40383 -0.3 0.8 0.1
C 0.03811 -0.21611 3.15877 -0.4 -0.4 -1.4
C 1.40681 0.23611 3.69174 0.0 0.1 -0.1
C -0.42831 -1.48296 3.86658 -0.1 -0.2 0.5
O 0.10493 -0.57416 1.78519 0.5 -0.8 1.4
H -1.09936 1.05419 4.48010 0.0 -0.1 0.1
H -1.97304 0.54383 2.98252 0.5 0.2 0.3
H -0.71288 1.80005 2.88553 -0.3 -0.8 0.8
H 1.33261 0.51450 4.74602 0.0 0.0 0.1
H 2.14369 -0.56326 3.58995 0.0 -0.1 0.0
H 1.78329 1.11199 3.15121 -0.2 -0.1 -0.1
H -1.40059 -1.78643 3.46692 0.2 0.1 -0.1
H 0.27598 -2.31158 3.74999 0.1 0.1 -0.1
H -0.56446 -1.28860 4.93521 0.1 -0.1 0.2
```
Forces are in eV/Å.

## Properties
⟨S²⟩: 3.773
HOMO-LUMO gap (alpha / beta), eV: 3.91 / 4.83
LUMO energy (alpha / beta), eV: 5.457 / 5.424
Spin multiplicity: 4
Net charge: -2

Results of the Löwdin charge analysis, in e, for atoms 1 through 4: C -0.36; C -0.44; C -0.38; C -0.15

=====

# C26H16N4O11STi

A structure of composition C26H16N4O11STi in a non-equilibrium geometry (ωB97M-V/def2-TZVPD, OMol25).

```
59
Properties=species:S:1:pos:R:3:forces:R:3
Ti 0.07434 0.04277 0.11239 -1.3 -0.3 -1.2
O 3.48144 0.75893 1.33253 -0.5 0.0 0.1
C 2.29700 0.78790 1.52411 1.4 0.0 1.4
O 1.39931 1.10851 0.60720 1.3 1.4 0.1
C 1.62910 0.57164 2.85907 -0.5 -0.3 -0.1
C 2.15829 1.02990 4.04462 -0.2 0.0 0.2
C 1.36686 1.02021 5.20015 -0.4 -0.3 -1.2
C 0.02284 0.69780 5.13709 0.0 0.0 0.1
C -0.51784 0.24634 3.93662 1.7 0.0 -0.4
C 0.31637 0.02827 2.80636 0.3 0.8 2.2
O -0.08008 -0.62059 1.75390 0.1 -0.9 1.5
N -1.92360 0.10095 3.80121 -1.6 -0.1 -0.4
O -2.62093 0.10854 4.79310 0.2 -0.1 -0.1
O -2.37964 0.03881 2.65355 0.1 0.1 0.8
N 1.95945 1.41129 6.46007 0.1 0.1 0.3
O 3.13464 1.69761 6.44872 0.3 0.1 0.1
O 1.24519 1.40903 7.43672 -0.2 0.0 0.3
H 3.16293 1.42710 4.08925 0.0 -0.1 -0.1
H -0.61870 0.80898 6.00104 0.1 0.0 0.0
O 1.52429 2.39556 -6.07152 0.7 -0.4 -0.9
C 0.64450 2.98502 -5.46463 -0.2 -1.0 1.5
O -0.03151 3.98338 -5.63871 -0.6 1.0 -0.3
C 0.37536 2.27159 -4.05619 0.3 0.7 -0.6
C 0.07289 3.07216 -2.95870 -0.1 -0.4 0.3
C -0.02635 2.48562 -1.71083 -0.2 0.4 0.0
N 0.09741 1.16835 -1.54978 0.5 0.5 -1.5
C 0.39013 0.38681 -2.60959 0.0 0.0 -0.7
C 0.57621 0.90697 -3.88139 -0.2 -0.3 0.6
C 0.45539 -1.08166 -2.26490 0.2 -0.2 -2.7
O 0.41006 -1.96412 -3.08276 0.1 0.5 0.6
O 0.50742 -1.29793 -0.96113 0.6 -1.2 0.5
H -0.08752 4.12878 -3.10897 0.0 0.1 0.0
H -0.23953 3.05733 -0.80426 0.1 -0.1 -0.3
H 0.87452 0.28788 -4.71668 0.0 0.0 0.0
N -1.86266 0.14408 -0.13667 -1.2 -0.3 0.4
S -2.41575 -1.00872 -1.13847 -2.0 0.5 -0.2
C -3.56026 -0.11437 -2.23591 0.3 -0.1 -0.1
C -4.49751 -0.83454 -2.95943 0.1 -0.1 0.0
C -5.30980 -0.17020 -3.86239 0.1 -0.1 0.1
C -5.17041 1.19711 -4.04454 0.1 0.1 0.0
C -4.21816 1.90586 -3.32801 -0.1 0.0 0.0
C -3.40849 1.24961 -2.41457 0.3 -0.1 0.3
C -3.66196 -1.90280 -0.18451 0.4 -0.1 -0.2
C -3.49532 -3.26711 -0.01069 0.2 0.1 -0.1
C -4.43545 -3.96889 0.72643 -0.1 0.0 0.1
C -5.52113 -3.30824 1.27769 0.1 0.0 -0.1
C -5.67416 -1.94238 1.09662 0.1 0.2 0.0
C -4.74626 -1.23080 0.35720 0.1 0.1 0.0
H -2.48934 0.28572 0.65951 0.2 0.0 -0.2
H -4.58979 -1.90018 -2.81645 -0.1 -0.2 0.0
H -6.04228 -0.72750 -4.42645 -0.1 0.0 0.0
H -5.80247 1.70950 -4.75250 0.0 0.1 -0.1
H -4.09464 2.96644 -3.48537 0.0 0.1 0.0
H -2.66322 1.78502 -1.83917 0.0 0.0 -0.1
H -2.64525 -3.76899 -0.44796 0.1 -0.1 0.0
H -4.31867 -5.03025 0.87708 0.0 -0.1 0.0
H -6.25430 -3.85870 1.84655 0.0 -0.1 0.1
H -6.51424 -1.42829 1.53502 -0.1 0.1 0.0
H -4.86022 -0.16961 0.19358 -0.1 0.1 0.0
```
Forces are in eV/Å.

## Properties
HOMO-LUMO gap, eV: 5.96
LUMO energy, eV: -2.015

Results of the Löwdin charge analysis, in e, for atoms 1 through 4: Ti 1.11; O 0.17; C -0.49; O -0.09

=====

Number 1: E_tot -7334.5829 eV. Number 2: E_tot -48254.4635 eV. Number 3: E_tot -89651.0473 eV.